{
  "formula": "C45H90BrFNO19",
  "method": "ωB97M-V with the def2-TZVPD basis set",
  "species": ["C", "O", "C", "C", "C", "C", "C", "C", "C", "N", "Br", "C", "C", "C", "O", "C", "C", "O", "F", "H", "H", "H", "H", "H", "H", "H", "H", "H", "H", "H", "H", "H", "H", "H", "H", "H", "H", "H", "H", "H", "H", "H", "H", "H", "H", "O", "C", "O", "C", "C", "C", "H", "H", "H", "H", "H", "H", "H", "H", "O", "C", "O", "C", "C", "C", "H", "H", "H", "H", "H", "H", "H", "H", "O", "C", "O", "C", "C", "C", "H", "H", "H", "H", "H", "H", "H", "H", "O", "C", "O", "C", "C", "C", "H", "H", "H", "H", "H", "H", "H", "H", "O", "C", "O", "C", "C", "C", "H", "H", "H", "H", "H", "H", "H", "H", "O", "C", "O", "C", "C", "C", "H", "H", "H", "H", "H", "H", "H", "H", "O", "C", "O", "C", "C", "C", "H", "H", "H", "H", "H", "H", "H", "H", "O", "C", "O", "C", "C", "C", "H", "H", "H", "H", "H", "H", "H", "H"],
  "xyz": [[2.125, -2.128, 0.784], [2.943, -1.241, 0.059], [3.324, -0.041, 0.734], [3.399, 1.106, -0.270], [2.022, 1.555, -0.795], [1.466, 2.797, -0.069], [0.381, 2.466, 0.969], [-1.050, 2.628, 0.411], [-2.090, 1.738, 1.086], [-2.421, 0.413, 0.417], [-0.960, -0.807, 0.713], [-2.721, 0.538, -1.071], [-1.554, 0.342, -2.040], [-1.427, -1.105, -2.589], [-1.642, -1.157, -3.981], [-3.601, -0.222, 1.122], [-4.931, 0.471, 0.836], [-5.703, 0.122, 0.072], [-5.134, 1.543, 1.619], [2.130, -1.919, 1.865], [2.474, -3.160, 0.640], [1.081, -2.087, 0.407], [4.300, -0.184, 1.222], [2.591, 0.190, 1.529], [3.908, 1.945, 0.221], [4.035, 0.771, -1.103], [2.093, 1.774, -1.869], [1.324, 0.707, -0.686], [1.044, 3.505, -0.797], [2.273, 3.328, 0.456], [0.502, 3.163, 1.813], [0.510, 1.460, 1.391], [-1.052, 2.530, -0.681], [-1.391, 3.657, 0.609], [-3.046, 2.255, 1.204], [-1.735, 1.470, 2.092], [-3.220, 1.510, -1.187], [-3.474, -0.236, -1.280], [-1.768, 0.978, -2.912], [-0.598, 0.704, -1.643], [-2.139, -1.771, -2.065], [-0.421, -1.503, -2.410], [-2.463, -0.672, -4.209], [-3.375, -0.245, 2.194], [-3.692, -1.245, 0.742], [6.030, 1.148, 2.723], [6.610, 2.056, 2.185], [6.234, 2.400, 0.939], [6.741, 3.550, 0.246], [8.051, 3.258, -0.453], [7.765, 2.770, 2.842], [6.805, 4.405, 0.920], [5.966, 3.782, -0.483], [8.840, 3.005, 0.255], [8.373, 4.131, -1.023], [7.932, 2.419, -1.138], [8.665, 2.176, 2.681], [7.570, 2.810, 3.911], [7.941, 3.777, 2.474], [1.157, 4.220, -3.150], [0.278, 4.361, -3.961], [0.242, 5.480, -4.699], [-0.683, 5.664, -5.783], [-2.029, 6.163, -5.306], [-0.794, 3.303, -4.113], [-0.765, 4.750, -6.371], [-0.203, 6.409, -6.414], [-2.523, 5.439, -4.657], [-2.680, 6.352, -6.160], [-1.909, 7.092, -4.749], [-1.551, 3.470, -3.344], [-0.308, 2.348, -3.931], [-1.285, 3.264, -5.082], [-4.068, -0.308, -4.840], [-4.291, -0.998, -5.822], [-4.924, -0.443, -6.846], [-5.125, -1.138, -8.099], [-6.331, -2.042, -8.064], [-3.868, -2.445, -5.851], [-4.213, -1.667, -8.376], [-5.278, -0.341, -8.823], [-6.221, -2.846, -7.333], [-6.481, -2.487, -9.046], [-7.224, -1.470, -7.817], [-4.630, -3.054, -5.364], [-2.959, -2.501, -5.260], [-3.666, -2.861, -6.833], [3.892, 5.557, 1.440], [2.972, 6.262, 1.757], [1.856, 5.665, 2.241], [0.757, 6.389, 2.804], [-0.201, 6.892, 1.745], [3.002, 7.759, 1.580], [1.116, 7.194, 3.447], [0.263, 5.663, 3.449], [0.275, 7.608, 1.076], [-1.058, 7.379, 2.212], [-0.560, 6.059, 1.138], [2.743, 7.979, 0.544], [4.020, 8.096, 1.754], [2.330, 8.308, 2.233], [1.061, -3.103, 3.459], [2.037, -3.083, 4.173], [3.172, -3.614, 3.705], [4.424, -3.540, 4.418], [4.549, -4.620, 5.467], [1.979, -2.530, 5.577], [4.559, -2.541, 4.833], [5.175, -3.664, 3.639], [3.794, -4.526, 6.247], [5.525, -4.574, 5.949], [4.436, -5.603, 5.008], [1.586, -3.311, 6.229], [1.282, -1.696, 5.583], [2.934, -2.201, 5.974], [5.385, -6.090, 8.056], [6.138, -7.022, 7.943], [7.369, -6.786, 7.443], [8.390, -7.792, 7.375], [8.263, -8.653, 6.136], [5.719, -8.432, 8.283], [8.401, -8.386, 8.289], [9.319, -7.225, 7.350], [7.331, -9.219, 6.131], [9.091, -9.360, 6.087], [8.286, -8.030, 5.243], [5.173, -8.837, 7.430], [5.040, -8.383, 9.130], [6.537, -9.105, 8.522], [-3.445, -6.995, 7.492], [-3.054, -6.039, 6.882], [-3.588, -5.795, 5.661], [-3.294, -4.617, 4.907], [-2.008, -4.740, 4.118], [-1.955, -5.147, 7.412], [-3.292, -3.738, 5.554], [-4.146, -4.516, 4.234], [-1.142, -4.855, 4.770], [-1.841, -3.852, 3.507], [-2.051, -5.610, 3.463], [-0.999, -5.620, 7.183], [-2.059, -5.099, 8.493], [-1.949, -4.139, 7.009], [-7.602, 0.257, -9.745], [-8.427, 1.010, -9.296], [-9.525, 0.477, -8.725], [-10.524, 1.268, -8.062], [-11.537, 1.837, -9.030], [-8.285, 2.509, -9.410], [-10.055, 2.041, -7.453], [-11.003, 0.568, -7.379], [-11.077, 2.528, -9.737], [-12.314, 2.374, -8.485], [-12.005, 1.034, -9.599], [-8.630, 2.804, -10.401], [-7.229, 2.750, -9.331], [-8.837, 3.076, -8.667]],
  "mol_weight_g_mol": 1048.1,
  "homo_lumo_gap_ev": 7.07,
  "charge": 1,
  "e_homo_ev": -11.0,
  "energy_ev": -161269.8111
}